(1)
Computed, not measured: a 2-piece molecular cluster, C3H12N2 overall at a distorted geometry, with ωB97M-V/def2-TZVPD.

The calculation puts the lowest unoccupied orbital energy at 0.90 eV. Its SMILES is CCN.CN. The energy above the lowest of the compared OMol25 structures with the same formula, charge and spin comes out at 41.56 kcal per mole. For the orbital gap, the calculation gives 9.780 eV. The calculated total energy comes out at -6283.792 eV.

Each atom is followed by the atoms it is bonded to, with distances in Å.
Atoms and positions in Å:
1 C 2.649 -0.614 1.700  C2 1.529, H4 1.089, H5 1.154, H6 1.136
2 C 2.211 0.771 1.224  C1 1.529, N3 1.519, H7 1.103, H8 1.110
3 N 1.335 0.599 -0.005  C2 1.519, H9 1.010, H10 0.982
4 H 2.038 -1.276 1.089  C1 1.089
5 H 3.786 -0.809 1.681  C1 1.154
6 H 2.341 -0.728 2.787  C1 1.136
7 H 1.443 1.324 1.791  C2 1.103
8 H 2.975 1.567 1.106  C2 1.110
9 H 0.442 0.930 0.329  N3 1.010
10 H 1.694 1.366 -0.503  N3 0.982
11 C -2.655 -0.424 -1.971  N12 1.383, H13 1.078, H14 1.222, H15 1.195
12 N -3.733 -0.311 -1.112  C11 1.383, H16 0.996, H17 1.004
13 H -1.956 0.390 -2.077  C11 1.078
14 H -2.937 -0.620 -3.144  C11 1.222
15 H -1.840 -1.283 -1.808  C11 1.195
16 H -4.204 -1.130 -0.797  N12 0.996
17 H -3.589 0.247 -0.291  N12 1.004

Want to see where the charge sits? The natural (NBO) charges in e are: C -0.642; C -0.240; N -0.821; H 0.236; H 0.215; H 0.208; H 0.176; H 0.184; H 0.339; H 0.346; C -0.408; N -0.847; H 0.206; H 0.168; H 0.154; H 0.366; H 0.360


(2)
Computed, not measured: a 2-piece molecular cluster, C3H12N2O overall at a distorted geometry, with ωB97M-V/def2-TZVPD.

The calculation puts the lowest unoccupied orbital energy (spin up / spin down) at 4.14 / 4.00 eV. The net charge is -1. The energy above the lowest of the compared OMol25 structures with the same formula, charge and spin comes out at 13.21 kcal per mole. For the orbital gap (spin up / spin down), the calculation gives 2.814 / 9.447 eV. The spin multiplicity is 2. The calculated total energy comes out at -8331.465 eV.

Each atom is followed by the atoms it is bonded to, with distances in Å.
Atoms and positions in Å:
1 N 0.793 0.052 1.885  C2 1.480, H6 1.014, H7 1.010
2 C 1.528 0.191 0.607  N1 1.480, C3 1.537, H8 1.086, H9 1.085
3 C 0.660 0.835 -0.485  C2 1.537, N4 1.501, H10 1.092, H11 1.078
4 N -0.470 0.008 -1.026  C3 1.501, C5 1.444, H12 1.027
5 C -1.744 0.688 -0.993  N4 1.444, H13 1.096, H14 1.099, H15 1.079
6 H 1.453 0.035 2.655  N1 1.014
7 H 0.317 -0.838 1.861  N1 1.010
8 H 1.860 -0.777 0.244  C2 1.086
9 H 2.345 0.902 0.680  C2 1.085
10 H 1.353 1.002 -1.312  C3 1.092
11 H 0.217 1.725 -0.070  C3 1.078
12 H -0.229 -0.046 -2.023  N4 1.027
13 H -2.427 0.135 -1.649  C5 1.096
14 H -1.724 1.732 -1.336  C5 1.099
15 H -2.151 0.770 0.003  C5 1.079
16 H -1.204 -2.332 0.759  O18 0.973
17 H -0.202 -1.583 -0.079  O18 0.995
18 O -0.375 -2.496 0.277  H16 0.973, H17 0.995

Want to see where the charge sits? The natural (NBO) charges in e are: N -0.863; C -0.299; C -0.491; N -0.715; C -0.743; H 0.337; H 0.361; H 0.172; H 0.182; H 0.145; H 0.174; H 0.313; H 0.177; H 0.154; H 0.171; H 0.447; H 0.491; O -1.010


(3)
Computed, not measured: a 2-piece molecular cluster, C3H12N2O overall at a distorted geometry, with ωB97M-V/def2-TZVPD.

The calculation puts the lowest unoccupied orbital energy at 0.85 eV. Its SMILES is CNCCN.O. The energy above the lowest of the compared OMol25 structures with the same formula, charge and spin comes out at 39.66 kcal per mole. For the orbital gap, the calculation gives 9.646 eV. The calculated total energy comes out at -8331.602 eV.

Each atom is followed by the atoms it is bonded to, with distances in Å.
Atoms and positions in Å:
1 C 0.280 -0.534 -2.141  N2 1.523, H6 1.135, H7 1.157, H8 1.055
2 N -0.481 0.451 -1.264  C1 1.523, C3 1.475, H9 1.068
3 C 0.244 1.082 -0.145  N2 1.475, C4 1.677, H10 1.170, H11 1.100
4 C -0.533 0.521 1.231  C3 1.677, N5 1.477, H12 1.099, H13 1.041
5 N -0.386 1.550 2.281  C4 1.477, H14 1.021, H15 1.030
6 H 1.163 -0.069 -2.681  C1 1.135
7 H 0.735 -1.488 -1.671  C1 1.157
8 H -0.412 -0.913 -2.841  C1 1.055
9 H -0.830 1.248 -1.884  N2 1.068
10 H 0.005 2.227 -0.130  C3 1.170
11 H 1.334 0.942 -0.114  C3 1.100
12 H 0.063 -0.332 1.586  C4 1.099
13 H -1.446 0.077 0.999  C4 1.041
14 H -0.401 1.142 3.217  N5 1.021
15 H -1.187 2.197 2.306  N5 1.030
16 O 0.304 -2.980 0.475  H17 0.946, H18 1.029
17 H 0.373 -2.334 -0.213  O16 0.946
18 H 1.175 -2.787 0.988  O16 1.029

Want to see where the charge sits? The natural (NBO) charges in e are: C -0.409; N -0.653; C -0.230; C -0.220; N -0.847; H 0.175; H 0.165; H 0.207; H 0.365; H 0.189; H 0.188; H 0.176; H 0.189; H 0.357; H 0.350; O -0.926; H 0.460; H 0.464


(4)
Computed, not measured: a 2-piece molecular cluster, C3H12N2O overall at a distorted geometry, with ωB97M-V/def2-TZVPD.

The calculation puts the lowest unoccupied orbital energy at 0.67 eV. Its SMILES is C[C@@H](N)CN.O. The energy above the lowest of the compared OMol25 structures with the same formula, charge and spin comes out at 16.53 kcal per mole. For the orbital gap, the calculation gives 9.671 eV. The calculated total energy comes out at -8332.605 eV.

Each atom is followed by the atoms it is bonded to, with distances in Å.
Atoms and positions in Å:
1 C 0.711 0.978 -1.351  C2 1.531, H6 1.094, H7 1.087, H8 1.089
2 C 0.311 0.426 0.019  C1 1.531, N3 1.451, C4 1.553, H9 1.099
3 N -0.326 -0.863 -0.175  C2 1.451, H10 1.010, H11 1.007
4 C 1.584 0.397 0.908  C2 1.553, N5 1.511, H12 1.094, H13 1.090
5 N 1.340 -0.343 2.203  C4 1.511, H14 1.007, H15 1.019
6 H 0.944 2.047 -1.338  C1 1.094
7 H -0.064 0.966 -2.114  C1 1.087
8 H 1.549 0.342 -1.634  C1 1.089
9 H -0.308 1.094 0.634  C2 1.099
10 H -1.282 -0.763 -0.484  N3 1.010
11 H -0.270 -1.679 0.412  N3 1.007
12 H 2.450 -0.064 0.425  C4 1.094
13 H 1.827 1.426 1.175  C4 1.090
14 H 0.428 -0.767 2.140  N5 1.007
15 H 1.936 -1.164 2.108  N5 1.019
16 O -3.358 -0.712 -1.258  H17 0.971, H18 0.939
17 H -3.180 -0.623 -0.308  O16 0.971
18 H -4.292 -0.697 -1.361  O16 0.939

Want to see where the charge sits? The natural (NBO) charges in e are: C -0.611; C -0.060; N -0.881; C -0.215; N -0.824; H 0.206; H 0.218; H 0.210; H 0.164; H 0.368; H 0.372; H 0.176; H 0.190; H 0.341; H 0.346; O -0.941; H 0.467; H 0.476


(5)
Computed, not measured: a 2-piece molecular cluster, C3H12N2O overall at a distorted geometry, with ωB97M-V/def2-TZVPD.

The calculation puts the lowest unoccupied orbital energy at 0.82 eV. Its SMILES is C[C@@H](N)CN.O. The energy above the lowest of the compared OMol25 structures with the same formula, charge and spin comes out at 19.40 kcal per mole. For the orbital gap, the calculation gives 9.661 eV. The calculated total energy comes out at -8332.481 eV.

Each atom is followed by the atoms it is bonded to, with distances in Å.
Atoms and positions in Å:
1 C 1.067 -0.946 -2.026  C2 1.505, H6 1.103, H7 1.102, H8 1.117
2 C 0.443 -0.483 -0.737  C1 1.505, N3 1.454, C4 1.512, H9 1.168
3 N -0.279 0.762 -0.945  C2 1.454, H10 1.022, H11 1.035
4 C -0.416 -1.589 -0.167  C2 1.512, N5 1.496, H12 1.090, H13 1.114
5 N -0.828 -1.093 1.184  C4 1.496, H14 1.051, H15 1.061
6 H 1.685 -1.818 -1.752  C1 1.103
7 H 1.755 -0.120 -2.265  C1 1.102
8 H 0.445 -0.935 -2.954  C1 1.117
9 H 1.310 -0.214 -0.001  C2 1.168
10 H -0.669 0.793 -1.889  N3 1.022
11 H 0.416 1.528 -0.938  N3 1.035
12 H -1.237 -1.751 -0.865  C4 1.090
13 H 0.132 -2.553 -0.061  C4 1.114
14 H -0.898 -0.050 1.076  N5 1.051
15 H -1.762 -1.489 1.495  N5 1.061
16 O -0.114 2.677 2.350  H17 0.995, H18 1.047
17 H 0.433 3.503 2.259  O16 0.995
18 H 0.486 2.113 2.998  O16 1.047

Want to see where the charge sits? The natural (NBO) charges in e are: C -0.635; C -0.055; N -0.840; C -0.229; N -0.865; H 0.217; H 0.202; H 0.211; H 0.188; H 0.349; H 0.361; H 0.169; H 0.187; H 0.383; H 0.357; O -0.938; H 0.467; H 0.472


(6)
Computed, not measured: a 2-piece molecular cluster, C3H12N2O overall at a distorted geometry, with ωB97M-V/def2-TZVPD.

The calculation puts the lowest unoccupied orbital energy at 0.90 eV. Its SMILES is CNCCN.O. The energy above the lowest of the compared OMol25 structures with the same formula, charge and spin comes out at 23.82 kcal per mole. For the orbital gap, the calculation gives 9.831 eV. The calculated total energy comes out at -8332.289 eV.

Each atom is followed by the atoms it is bonded to, with distances in Å.
Atoms and positions in Å:
1 C -1.848 -1.036 -0.366  N2 1.442, H6 1.102, H7 1.115, H8 1.082
2 N -0.515 -0.678 0.052  C1 1.442, C3 1.456, H9 1.011
3 C 0.363 -0.241 -1.024  N2 1.456, C4 1.514, H10 1.097, H11 1.083
4 C 1.774 0.210 -0.711  C3 1.514, N5 1.523, H12 1.101, H13 1.096
5 N 2.044 0.173 0.787  C4 1.523, H14 1.018, H15 1.022
6 H -1.896 -1.394 -1.407  C1 1.102
7 H -2.504 -0.140 -0.473  C1 1.115
8 H -2.429 -1.520 0.407  C1 1.082
9 H -0.046 -1.458 0.493  N2 1.011
10 H 0.382 -1.027 -1.789  C3 1.097
11 H -0.082 0.567 -1.590  C3 1.083
12 H 2.547 -0.400 -1.205  C4 1.101
13 H 1.858 1.254 -1.036  C4 1.096
14 H 1.386 0.858 1.153  N5 1.018
15 H 2.966 0.610 0.731  N5 1.022
16 O -1.076 1.337 2.289  H17 0.964, H18 0.959
17 H -1.381 0.735 1.601  O16 0.964
18 H -1.545 2.149 2.089  O16 0.959

Want to see where the charge sits? The natural (NBO) charges in e are: C -0.430; N -0.642; C -0.234; C -0.227; N -0.821; H 0.177; H 0.176; H 0.218; H 0.372; H 0.160; H 0.184; H 0.190; H 0.168; H 0.367; H 0.346; O -0.948; H 0.483; H 0.459